(1)
The following is a DFT calculation (the ωB97M-V functional and the def2-TZVPD basis) of a structure of composition C15H29OSSm.

Last column: Mulliken spin population.
Element x y z (Å)
C1 -2.33145 -2.73116 -0.07907  0.000
H1 -3.28261 -3.18398 0.25021  0.000
H2 -1.59884 -3.52911 -0.28848  0.000
H3 -2.50595 -2.17743 -1.00199  0.000
C2 -1.77615 -1.84848 1.06141  -0.002
H4 -0.69625 -1.65515 0.91308  0.000
H5 -2.19818 -0.83452 1.15801  0.000
C3 -2.04214 -2.64097 2.34513  0.000
H6 -1.92312 -2.09582 3.29116  0.000
H7 -3.06552 -3.04030 2.29671  0.000
H8 -1.39495 -3.52567 2.34352  0.000
C4 2.44675 1.12075 -0.35664  -0.044
C5 2.47084 0.35750 0.86757  -0.017
C6 1.92805 -0.94243 0.56445  -0.021
C7 1.53661 -0.96775 -0.80056  -0.031
C8 1.86582 0.28718 -1.38067  -0.003
C9 1.57593 0.66536 -2.79503  -0.004
C10 1.23494 -2.19996 -1.57719  0.003
C11 1.93191 -2.12805 1.46544  0.000
C12 2.54613 0.91942 2.23581  -0.001
C13 2.50176 2.60098 -0.43165  0.001
Sm1 0.32667 0.94305 0.39849  5.134
H9 0.71533 -1.97068 -2.51075  0.000
H10 2.13286 -2.77465 -1.87069  -0.002
H11 0.61632 -2.89207 -0.99882  -0.001
H12 0.84938 -0.03441 -3.23585  -0.001
H13 1.20267 1.69642 -2.89698  -0.001
H14 2.45811 0.59130 -3.44877  0.000
H15 2.13082 3.09761 0.49182  -0.002
H16 3.55792 2.89107 -0.51620  -0.002
H17 2.00013 3.00751 -1.33071  -0.002
H18 2.36691 0.15083 2.99848  -0.001
H19 3.56974 1.27779 2.37760  0.000
H20 1.87548 1.78845 2.42968  0.001
H21 1.05390 -2.78074 1.34176  0.000
H22 2.80675 -2.75347 1.23705  -0.002
H23 2.00779 -1.84624 2.52117  0.000
C14 -1.87663 2.66330 -1.82048  0.003
S1 -2.11672 3.43080 -0.18817  -0.001
C15 -3.80277 2.77387 0.12779  0.000
O1 -1.14092 2.68077 0.76777  -0.002
H24 -2.34163 3.37826 -2.50345  0.000
H25 -2.34981 1.67850 -1.92883  -0.001
H26 -0.80460 2.57966 -2.05469  0.000
H27 -3.92695 1.79168 -0.36994  0.000
H28 -3.97823 2.72935 1.21857  0.000
H29 -4.55610 3.45161 -0.31705  0.000

The charge is +2. The HOMO energy (spin up / spin down) is -0.57453 / -0.57355 Ha. The spin multiplicity is 6. As for the HOMO-LUMO gap (spin up / spin down): 7.91 / 8.82 eV.

=====

(2)
The following is a DFT calculation (the ωB97M-V functional and the def2-TZVPD basis) of a structure of composition C18H27CrO12.

Last column: Mulliken spin population.
Element x y z (Å)
Cr1 -1.29487 -1.49755 -0.22893  3.096
C1 -4.12394 0.77929 1.71887  -0.001
C2 -3.22797 -0.11316 0.94389  0.008
O1 -3.11064 -0.32277 -0.27639  -0.061
O2 -2.39022 -0.83837 1.46070  -0.068
H1 -3.54710 1.64500 2.04431  0.000
H2 -4.44338 0.29717 2.64279  0.000
H3 -5.00074 1.04912 1.13023  -0.001
C3 1.79158 -4.04600 0.79372  -0.004
C4 0.52828 -3.23532 0.49317  -0.012
O3 -0.06056 -2.47651 1.27346  0.052
O4 0.13915 -2.99172 -0.64657  0.015
H4 1.83840 -4.87669 0.08954  0.002
H5 1.81603 -4.35747 1.83798  0.001
H6 2.69425 -3.49169 0.53676  0.000
C5 0.80189 1.83420 -1.22983  -0.002
C6 0.17329 0.54052 -0.99346  -0.018
O5 -0.24502 -0.26815 -1.78753  0.000
O6 -0.11562 0.18247 0.19869  -0.028
H7 0.17401 2.66391 -0.90512  0.001
H8 1.21402 2.00474 -2.22440  -0.001
H9 1.55471 2.00270 -0.45979  0.000
O7 3.79848 2.99188 2.34882  0.000
C7 2.63218 3.34219 2.19951  0.000
O8 2.32345 4.53863 1.60240  0.000
C8 0.96830 4.70277 1.18818  0.000
C9 0.22978 3.55277 2.04932  0.000
C10 1.25727 2.63504 2.46114  -0.003
H10 0.81757 4.57909 0.11576  0.000
H11 0.58886 5.68586 1.46687  0.000
H12 -0.57495 3.04017 1.52230  0.001
H13 -0.21807 4.14585 2.84669  0.000
H14 1.25028 1.69517 1.90915  0.003
H15 1.28806 2.47778 3.53929  0.000
O9 5.84233 -0.50410 3.62374  0.763
C11 5.16833 -0.70838 2.61719  -0.065
O10 5.67096 -0.46669 1.23782  0.159
C12 4.57143 -0.60814 0.33845  -0.002
C13 3.44515 -0.52526 1.12907  0.016
C14 3.73084 -1.10421 2.49298  0.108
H16 4.79490 -1.50474 -0.23971  -0.001
H17 4.61528 0.23226 -0.35430  0.017
H18 2.55269 -0.91100 0.63631  0.013
H19 3.29393 0.52375 1.38365  0.009
H20 3.54691 -2.16373 2.67096  -0.007
H21 3.18063 -0.46415 3.18269  -0.009
O11 -2.19275 -2.10396 -2.29821  0.013
C15 -2.95392 -1.80899 -3.24083  0.006
O12 -2.87722 -2.25748 -4.49711  0.002
C16 -4.08322 -2.13601 -5.29890  0.000
C17 -5.00444 -1.28353 -4.38833  0.000
C18 -4.34933 -1.21484 -2.96585  0.000
H22 -4.40524 -3.16513 -5.45798  0.000
H23 -3.93311 -1.58456 -6.22705  0.000
H24 -6.01552 -1.65574 -4.22317  0.000
H25 -5.21523 -0.29833 -4.80431  0.000
H26 -4.69268 -1.99113 -2.28205  0.001
H27 -4.21772 -0.16679 -2.69680  0.001

The charge is +1. The HOMO energy (spin up / spin down) is -0.41009 / -0.44007 Ha. The spin multiplicity is 5. As for the HOMO-LUMO gap (spin up / spin down): 6.64 / 2.52 eV.

=====

(3)
The following is a DFT calculation (the ωB97M-V functional and the def2-TZVPD basis) of a structure of composition C18H20Br4Cl2N2O3SSiZr.

Last column: Mulliken charge in e.
Element x y z (Å)
Zr1 -0.36638 1.11062 0.80094  1.133
Cl1 3.75607 2.10342 1.52171  -0.150
C1 2.60205 3.36185 1.95702  0.186
Cl2 1.35193 3.56504 0.70177  -0.116
H1 3.12122 4.30792 2.04598  0.446
H2 2.08414 3.06260 2.86026  -0.267
C2 -2.51253 -0.92532 -4.25877  -1.022
Si1 -0.78065 -1.61748 -4.14607  0.233
C3 -0.75577 -3.30690 -3.34753  -1.023
C4 -0.06954 -1.76047 -5.87502  -1.107
C5 0.32285 -0.40618 -3.19882  0.246
C6 1.43323 0.16927 -3.79329  0.178
C7 2.24079 1.07885 -3.10851  -1.196
C8 1.88890 1.41726 -1.82692  -0.109
N1 0.81641 0.88967 -1.21873  0.247
C9 0.05917 -0.02411 -1.86591  0.239
S1 -1.22794 -0.68138 -0.89155  -0.319
H3 -3.15361 -1.59314 -4.83893  0.345
H4 -2.50636 0.04810 -4.75427  0.330
H5 -2.95296 -0.79981 -3.26962  0.322
H6 -1.34396 -4.00825 -3.94461  0.337
H7 -1.17284 -3.27985 -2.34132  0.327
H8 0.26362 -3.69374 -3.28519  0.331
H9 -0.68441 -2.44573 -6.46294  0.300
H10 0.94799 -2.15755 -5.86950  0.309
H11 -0.06051 -0.80112 -6.39708  0.313
H12 1.69001 -0.09030 -4.81372  0.385
H13 3.11587 1.51701 -3.56613  0.410
H14 2.46979 2.12393 -1.25143  0.227
Br1 -1.72146 -2.28401 6.80550  -0.157
C10 -1.07785 -1.01985 5.56340  0.244
C11 -0.07567 -0.12600 5.92255  0.039
Br2 0.65708 -0.14414 7.66055  -0.146
C12 0.40655 0.79335 4.97984  -0.317
Br3 1.80768 1.99415 5.37492  -0.136
C13 -0.11216 0.81941 3.69735  0.480
O1 0.30666 1.61456 2.71794  -0.498
C14 -1.14350 -0.07751 3.33753  0.720
O2 -1.55612 -0.00132 2.08197  -0.903
C15 -1.60887 -0.99582 4.26612  -0.295
Br4 -2.93125 -2.20029 3.68488  -0.089
C16 1.67293 -2.33605 3.32516  -0.903
C17 1.44466 -1.39454 2.24210  0.600
N2 1.25774 -0.63266 1.40712  -0.340
H15 1.03212 -3.20615 3.19170  0.283
H16 1.42390 -1.84779 4.26893  0.182
H17 2.71697 -2.64334 3.33551  0.380
C18 -2.65867 3.33832 0.10853  -0.857
O3 -1.53947 2.51243 0.27147  -0.684
H18 -2.44213 4.12956 -0.61182  0.274
H19 -2.93242 3.79319 1.06264  0.294
H20 -3.50326 2.75024 -0.25570  0.294

The HOMO energy is -0.29087 Ha. As for the HOMO-LUMO gap: 8.17 eV.

=====

(4)
The following is a DFT calculation (the ωB97M-V functional and the def2-TZVPD basis) of a structure of composition C8H11F6NiO5.

Last column: Mulliken spin population.
Element x y z (Å)
Ni1 0.19064 -5.05920 1.95482  0.993
O1 -1.19602 -3.41704 0.23839  1.026
H1 -1.48739 -2.54768 -0.09901  -0.020
C1 -1.29661 0.19398 -2.56258  0.000
C2 -1.21207 -0.84961 -3.71654  0.000
O2 -2.39356 -0.59617 -4.49584  0.000
C3 -2.40741 -0.92297 -5.76320  0.000
O3 -1.42261 -1.34353 -6.38033  0.000
C4 -3.74561 -0.52302 -6.34534  0.000
F1 -4.19144 -1.50598 -7.18565  0.000
F2 -4.72207 -0.32396 -5.44432  0.000
F3 -3.67997 0.54802 -7.06313  0.000
H2 -2.19762 0.15572 -1.95036  0.000
H3 -1.14131 1.23937 -2.82926  0.000
H4 -0.39907 0.02271 -1.96828  0.000
H5 -1.18183 -1.89137 -3.39726  0.000
H6 -0.29081 -0.59614 -4.24107  0.000
C5 0.02596 0.91273 3.83907  0.000
C6 1.38695 0.37654 4.12434  0.000
O4 2.26375 1.39992 4.60606  0.000
C7 3.67234 1.16492 4.74585  0.000
O5 4.19866 0.03770 4.51491  0.000
C8 4.50844 2.41848 5.06064  0.000
F4 5.78343 2.19775 5.31064  0.000
F5 4.48939 3.08838 3.91801  0.000
F6 3.93294 3.17891 5.98902  0.000
H7 -0.61770 0.23844 3.27413  0.000
H8 0.28546 1.54658 2.99114  0.000
H9 -0.41927 1.34914 4.73317  0.000
H10 1.87641 -0.08108 3.26462  0.000
H11 1.38802 -0.41152 4.87738  0.000

The charge is +1. The HOMO energy (spin up / spin down) is -0.48606 / -0.48606 Ha. The spin multiplicity is 3. As for the HOMO-LUMO gap (spin up / spin down): 5.94 / 5.74 eV.